This record from OMol25 describes a molecular structure, C16H11FeN3O4S6. The level of theory is ωB97M-V/def2-TZVPD.

XYZ file:
```
41
Properties=species:S:1:pos:R:3:forces:R:3
Fe -0.659403 0.683565 -0.618524 1.0 -0.8 -0.2
S -3.239054 7.537329 -1.347331 0.0 0.0 0.0
C -2.648615 6.020585 -1.211747 0.0 0.0 0.0
S -2.850779 4.803567 -2.436970 0.1 0.0 0.2
C -1.996276 3.506276 -1.631972 -0.2 -0.3 -0.6
C -1.474817 3.823682 -0.379397 0.4 -0.2 0.7
S -0.627785 2.754751 0.621835 -0.2 0.5 0.0
S -1.742965 5.466169 0.162324 -0.1 -0.1 -0.2
S -1.851189 2.009950 -2.407701 0.0 0.0 0.1
O 5.984403 -1.668449 -2.139886 0.2 0.0 0.2
C 5.692031 -0.472791 -1.991910 -1.0 0.3 -0.2
O 6.347450 0.582587 -2.028232 0.2 -0.2 0.0
C 4.157913 -0.210197 -1.761087 1.0 -0.2 0.0
C 3.468065 0.699951 -2.553066 -0.3 0.0 0.1
C 2.129667 0.932982 -2.293954 0.1 0.0 -0.1
N 1.485610 0.353031 -1.279629 -0.7 0.4 0.1
C 2.149505 -0.517626 -0.513632 0.2 -0.2 0.2
C 3.474195 -0.849548 -0.734354 -0.5 0.0 -0.1
C 1.346598 -1.099507 0.638519 0.3 -0.1 -0.3
O 1.655186 -2.195295 1.114095 -0.1 0.2 0.1
O 0.359140 -0.371798 0.997838 -0.6 0.3 -0.2
H 3.974344 1.227708 -3.349337 0.0 0.0 0.0
H 1.544653 1.614143 -2.904140 0.0 0.0 0.0
H 3.943305 -1.599131 -0.113535 0.1 0.0 0.0
C -0.712794 -3.995698 2.654464 0.0 0.0 0.0
C -1.363331 -2.906830 1.881117 0.0 0.0 -0.1
C -2.120023 -1.901804 2.413661 0.0 0.1 0.0
C -2.511745 -0.847778 1.573992 0.0 -0.2 -0.2
N -2.219630 -0.835922 0.280753 -0.2 0.3 0.4
C -1.524247 -1.863300 -0.260439 0.0 -0.2 -0.2
S -1.037693 -1.824309 -1.856987 0.0 0.2 0.0
N -1.153490 -2.902384 0.547740 -0.1 0.1 0.2
C -3.249102 0.335044 2.107278 0.1 0.0 0.0
H -0.874683 -3.858941 3.720315 0.0 0.0 0.0
H 0.357809 -3.956511 2.440047 0.0 0.0 0.0
H -1.104348 -4.970782 2.357619 0.0 0.0 0.0
H -2.324436 -1.863791 3.472225 0.0 0.0 0.0
H -0.480654 -3.546980 0.155315 0.0 0.0 -0.1
H -3.272782 0.327978 3.194817 0.0 0.0 0.0
H -4.270595 0.336008 1.723509 0.0 0.0 0.0
H -2.759443 1.244080 1.756348 0.0 0.0 0.0
```
Positions in Å, forces in eV/Å.

Calculated values
multiplicity: 6
frontier orbital gap (alpha / beta): 6.436 / 4.658 eV
total charge: -1
energy: -128834.57498 eV

---

This record from OMol25 describes a molecular structure, C29H28ClN4O6SV. The level of theory is ωB97M-V/def2-TZVPD.

XYZ file:
```
70
Properties=species:S:1:pos:R:3:forces:R:3
V -1.069647 -0.052519 -0.435758 1.7 -0.8 -2.5
O 1.622659 3.562096 2.705832 -0.1 -0.2 0.0
C 2.119762 3.663253 1.465169 0.0 0.0 -0.1
C 3.142174 4.587541 1.248682 0.0 0.1 0.0
C 3.700485 4.729780 -0.005621 0.0 0.0 0.0
C 3.251111 3.963232 -1.084165 0.0 0.1 0.0
C 2.237764 3.051183 -0.879987 0.1 0.0 0.0
C 1.662685 2.886476 0.385235 0.0 0.0 -0.2
C 0.603920 1.896969 0.542428 -0.3 -0.2 -0.2
O 0.169733 1.255867 -0.530422 1.2 1.5 0.6
N 0.096724 1.636132 1.702458 -0.4 -0.4 0.3
N -0.864973 0.637033 1.562072 0.4 0.4 -0.3
C -1.631632 0.417233 2.551228 -0.2 -0.1 0.3
C -2.703488 -0.571592 2.536382 0.2 0.3 0.0
C -3.477170 -0.794420 3.671431 0.0 0.1 0.2
C -4.520175 -1.701231 3.646164 0.0 -0.1 0.0
C -4.792835 -2.399052 2.473669 0.0 0.0 0.0
C -4.034331 -2.186666 1.331917 -0.2 -0.3 -0.1
C -3.000259 -1.273724 1.369014 0.6 0.4 -0.2
O -2.256196 -1.038329 0.269475 -2.3 -1.6 1.5
H 0.949007 2.841379 2.708531 0.1 0.1 0.0
H 3.480124 5.182299 2.089551 0.0 -0.1 -0.1
H 4.513341 5.434376 -0.146970 -0.1 0.0 0.0
H 3.693290 4.083545 -2.065731 0.0 0.0 0.1
H 1.869462 2.436228 -1.691959 0.0 0.0 0.1
H -1.492011 1.017457 3.445729 0.0 0.0 0.1
H -3.252695 -0.240659 4.577784 0.0 0.0 -0.1
H -5.117205 -1.869639 4.533403 0.0 0.0 0.0
H -5.603981 -3.114931 2.447550 0.0 0.0 0.0
H -4.223211 -2.722814 0.410535 0.0 0.0 0.0
N 1.031508 -1.356771 1.542524 0.3 -0.4 0.3
C 1.491218 -2.401851 1.740642 0.2 -0.3 -0.1
N 2.021743 -3.604696 1.959936 -0.2 0.3 0.0
C 3.483735 -3.793666 1.856776 -0.2 0.0 -0.1
C 3.776767 -4.902546 0.856447 -0.1 -0.1 0.1
C 3.161831 -6.241558 1.321696 -0.1 0.2 0.0
C 1.951476 -6.011803 2.243278 0.1 0.0 -0.1
C 1.161540 -4.794903 1.793603 0.1 0.1 0.0
H 3.885937 -4.050373 2.838356 0.0 0.0 0.1
H 3.929778 -2.852511 1.546905 0.0 0.1 0.0
H 4.854316 -4.996688 0.721044 0.0 0.0 0.0
H 3.352075 -4.611557 -0.106931 0.0 0.0 0.0
H 3.907555 -6.840211 1.845710 0.0 0.0 0.0
H 2.845951 -6.810961 0.446025 0.0 0.0 0.0
H 2.281759 -5.847885 3.271275 0.0 0.0 0.0
H 1.302180 -6.886743 2.247162 0.0 0.0 0.0
H 0.262924 -4.658465 2.391502 0.0 0.0 0.0
H 0.856613 -4.905841 0.748608 0.0 0.0 -0.1
S -0.000611 -1.413000 -1.528176 -0.7 0.7 0.7
C -0.979808 4.068243 -2.335987 0.1 0.0 0.0
C -0.883488 3.015225 -3.413845 0.1 0.2 0.0
C 0.361979 2.724825 -3.966594 0.1 0.0 0.1
C 0.499361 1.811260 -4.992856 0.0 0.0 -0.1
Cl 2.082227 1.496794 -5.657803 -0.1 0.0 0.1
C -0.609735 1.165471 -5.513313 0.0 0.0 0.0
C -1.850711 1.435844 -4.964815 -0.1 0.0 -0.1
C -1.989653 2.339643 -3.923291 0.0 0.2 -0.2
O -3.281550 2.560963 -3.499418 0.0 0.0 0.1
C -3.527646 2.690489 -2.113981 -0.1 -0.2 -0.3
C -2.724047 1.774527 -1.227662 0.1 -0.2 0.2
O -2.640175 2.013017 -0.027995 -0.1 -0.1 -0.2
O -2.136994 0.749434 -1.790184 -0.4 0.2 0.3
H -0.031398 4.596125 -2.248161 0.0 0.0 0.0
H -1.203079 3.640668 -1.354427 0.1 0.1 -0.1
H -1.755184 4.800134 -2.569113 0.1 0.0 0.0
H 1.239247 3.239928 -3.591030 -0.1 0.0 -0.1
H -0.502728 0.455497 -6.323230 0.0 0.0 0.0
H -2.743810 0.946986 -5.336880 0.1 0.0 0.0
H -4.575352 2.436770 -1.961785 -0.1 0.0 0.0
H -3.378183 3.703685 -1.757634 0.0 0.1 0.1
```
Positions in Å, forces in eV/Å.

Calculated values
frontier orbital gap (alpha / beta): 7.099 / 7.099 eV
energy above the lowest of the compared OMol25 structures with the same formula, charge and spin: 0.829 eV
energy: -97819.49797 eV

---

This record from OMol25 describes a molecular structure, C2H6FOSn. The level of theory is ωB97M-V/def2-TZVPD.

XYZ file:
```
11
Properties=species:S:1:pos:R:3:forces:R:3
Sn -4.449778 -3.129552 -2.339844 0.4 0.7 -0.4
F -2.474708 0.468938 -4.620994 -0.4 -0.7 0.5
C 0.996852 0.085328 1.742736 -1.7 0.2 0.4
C 0.798172 0.612168 0.306116 1.7 0.2 0.6
O 0.328512 -0.387312 -0.583114 -0.3 -0.5 0.3
H 0.040622 0.081488 2.265906 -0.3 0.0 0.0
H 1.600902 0.753298 2.356766 0.3 0.0 -0.4
H 1.321092 -0.946682 1.876656 0.5 0.1 -0.7
H 1.802242 0.939368 0.036116 0.2 -0.2 -0.7
H 0.258182 1.557058 0.245406 -0.7 -0.3 0.3
H -0.222088 -0.034102 -1.285754 0.2 0.4 0.1
```
Positions in Å, forces in eV/Å.

Calculated values
frontier orbital gap: 2.603 eV
total charge: +1
energy above the lowest of the compared OMol25 structures with the same formula, charge and spin: 7.830 eV
energy: -12751.60692 eV